Entry from the OMol25 dataset: a structure of composition C19H23AuBN4O2S (ωB97M-V/def2-TZVPD).

The value obtained for the LUMO energy is 2.81 eV. As for the total charge: -1. Its HOMO-LUMO gap is 0.248 hartree. The calculation puts the energy above the lowest of the compared OMol25 structures with the same formula, charge and spin at 0.0692 eV.

Each line ends with the Löwdin charge.
Cartesian coordinates (Å):
Au -1.11 0.04 -0.16  0.575
N -1.93 2.77 3.50  0.022
C -1.31 1.91 2.63  -0.936
S -1.33 2.33 0.97  0.433
N -0.74 0.87 3.22  -0.029
N -0.11 0.07 2.33  -0.010
C 0.65 -0.86 2.78  -0.218
C 0.85 -1.15 4.23  -0.192
C 2.13 -1.17 4.77  -0.044
C 2.33 -1.46 6.11  -0.098
C 1.25 -1.74 6.93  -0.113
C -0.03 -1.73 6.40  -0.094
C -0.23 -1.43 5.06  -0.038
C 1.34 -1.72 1.79  -0.230
C 1.75 -3.02 2.13  -0.024
C 2.36 -3.80 1.17  -0.084
C 2.55 -3.28 -0.10  -0.083
C 2.11 -1.98 -0.34  -0.152
N 1.54 -1.22 0.57  0.104
H -2.63 3.36 3.10  0.052
H -2.13 2.36 4.41  0.074
H 2.98 -0.96 4.13  0.118
H 3.34 -1.47 6.51  0.094
H 1.40 -1.97 7.98  0.091
H -0.88 -1.94 7.03  0.094
H -1.23 -1.39 4.65  0.110
H 1.57 -3.40 3.13  0.108
H 2.67 -4.81 1.41  0.097
H 3.01 -3.86 -0.89  0.091
H 2.22 -1.54 -1.33  0.106
C -3.86 -2.94 -3.79  -0.019
C -3.15 -2.95 -2.45  -0.510
C -4.04 -3.61 -1.40  -0.021
O -2.93 -1.60 -2.03  0.004
B -1.73 -1.52 -1.32  -0.755
O -1.05 -2.75 -1.49  -0.008
C -1.71 -3.53 -2.47  -0.513
C -1.61 -5.00 -2.09  -0.017
C -1.00 -3.30 -3.80  -0.020
H -4.87 -2.54 -3.67  0.085
H -3.95 -3.95 -4.20  0.087
H -3.33 -2.32 -4.51  0.081
H -4.96 -3.03 -1.31  0.090
H -3.55 -3.61 -0.42  0.095
H -4.30 -4.64 -1.66  0.083
H -1.98 -5.17 -1.08  0.081
H -0.57 -5.32 -2.13  0.084
H -2.18 -5.63 -2.78  0.087
H -1.06 -2.25 -4.09  0.095
H -1.42 -3.91 -4.61  0.082
H 0.05 -3.56 -3.68  0.087

***

Entry from the OMol25 dataset: a structure of composition C19H23AuN6O4S2 at a distorted geometry (ωB97M-V/def2-TZVPD).

The value obtained for the LUMO energy is -0.77 eV. Its HOMO-LUMO gap is 0.265 hartree. The calculation puts the energy above the lowest of the compared OMol25 structures with the same formula, charge and spin at 0.5280 eV.

Each line ends with the Löwdin charge.
Cartesian coordinates (Å):
Au -1.00 1.40 0.95  1.323
C 0.72 -0.70 2.05  -0.056
N -0.74 -0.54 1.83  -0.340
C -1.28 -1.57 0.92  -0.068
C -1.45 -0.54 3.13  -0.159
C -1.50 0.82 3.72  -0.260
C -1.76 1.03 5.07  -0.042
C -1.90 2.32 5.55  -0.079
C -1.81 3.40 4.69  -0.068
C -1.54 3.19 3.34  -0.070
C -1.37 1.90 2.86  -0.192
H 0.91 -1.68 2.50  0.106
H 1.07 0.08 2.72  0.099
H 1.24 -0.63 1.10  0.034
H -1.16 -2.56 1.37  0.104
H -0.73 -1.52 -0.02  0.053
H -2.33 -1.38 0.73  0.092
H -0.98 -1.25 3.81  0.135
H -2.47 -0.88 2.95  0.135
H -1.86 0.18 5.73  0.116
H -2.10 2.48 6.61  0.105
H -1.95 4.40 5.05  0.109
H -1.50 4.05 2.69  0.076
N 1.28 2.78 0.49  0.016
N 0.77 4.09 0.77  0.009
C -0.61 4.28 0.65  -0.722
O -1.06 5.37 0.97  0.052
O -1.31 3.27 0.16  -0.184
H 2.27 2.76 0.68  0.097
H 1.13 2.61 -0.49  0.066
H 1.13 4.48 1.63  0.135
N 0.79 -5.20 -5.40  0.101
C 1.16 -4.24 -4.48  -0.319
C 1.98 -3.18 -4.86  -0.027
C 2.38 -2.23 -3.93  -0.063
C 1.96 -2.35 -2.61  -0.307
C 1.14 -3.40 -2.22  -0.061
C 0.75 -4.34 -3.15  -0.030
S 2.43 -1.13 -1.43  0.554
O 3.22 -0.14 -2.12  -0.347
O 2.99 -1.80 -0.28  -0.307
N 1.03 -0.53 -0.93  -0.167
C 0.36 0.37 -1.62  -0.713
S 0.75 1.01 -3.20  1.061
C -0.72 1.93 -3.21  -0.397
C -1.38 1.77 -2.07  -0.268
N -0.79 0.90 -1.14  -0.125
H 0.90 -5.00 -6.38  0.090
H 0.03 -5.82 -5.17  0.089
H 2.30 -3.09 -5.89  0.112
H 3.01 -1.40 -4.21  0.111
H 0.82 -3.47 -1.19  0.111
H 0.10 -5.16 -2.85  0.110
H -0.99 2.56 -4.04  0.067
H -2.30 2.26 -1.80  0.106

***

Entry from the OMol25 dataset: a structure of composition C19H23BrCoIN4O3 at a distorted geometry (ωB97M-V/def2-TZVPD).

As for the expectation value of S²: 6.020. The spin multiplicity is 5. The value obtained for the LUMO energy (spin up / spin down) is 4.00 / 3.99 eV. As for the total charge: -2. Its HOMO-LUMO gap (spin up / spin down) is 0.056 / 0.218 hartree.

Each line ends with the Löwdin charge.
Cartesian coordinates (Å):
C 1.81 -0.03 -4.25  -0.201
I -1.47 0.72 -3.54  -0.117
H 1.00 -0.19 -5.02  0.005
H 2.42 -1.02 -4.41  0.070
H 2.41 0.82 -4.71  0.061
C -1.22 3.98 -0.05  -0.104
C -2.40 3.44 -0.43  -0.101
N -2.13 2.15 -0.76  -0.159
C -0.78 1.98 -0.97  -0.252
N -0.23 3.03 -0.29  -0.099
H -1.04 4.93 0.39  0.092
H -3.39 3.86 -0.37  0.111
C 1.85 -3.29 -0.35  -0.075
C 0.83 -1.45 -1.23  -0.103
N 1.87 -1.89 -0.45  -0.096
H 0.46 -4.71 -1.38  0.109
N 0.25 -2.60 -1.68  -0.132
H 2.61 -3.84 0.20  0.104
Co 0.05 0.40 -1.84  0.057
C 1.72 0.62 -2.83  -0.496
O 2.84 1.16 -2.51  -0.179
C 0.85 -3.73 -1.15  -0.080
C -0.91 -2.69 -2.52  -0.081
H -1.82 -2.79 -1.94  0.098
H -0.73 -3.52 -3.21  0.084
H -1.04 -1.80 -3.15  -0.046
C 2.82 -1.07 0.32  -0.038
H 3.74 -1.67 0.44  0.077
H 2.44 -0.81 1.33  0.079
H 3.06 -0.11 -0.15  0.082
C 1.17 3.19 0.11  -0.027
H 1.34 4.24 0.32  0.073
H 1.85 2.82 -0.66  0.076
H 1.46 2.66 1.03  0.079
C -3.19 1.26 -1.19  -0.203
H -2.87 0.19 -1.17  0.043
H -3.45 1.65 -2.20  0.007
H -4.10 1.34 -0.59  0.082
Br -2.06 2.08 3.09  0.768
C -1.14 0.50 3.59  -0.609
C -0.92 0.43 4.96  -0.178
C -0.29 -0.66 5.57  -0.104
C 0.03 -1.78 4.76  -0.100
C -0.22 -1.72 3.38  -0.020
C -0.69 -0.53 2.77  -0.145
C -0.64 -0.32 1.27  -0.643
O -1.59 -0.81 0.61  -0.025
O 0.39 0.25 0.77  -0.097
H -1.39 1.21 5.53  0.065
H -0.30 -0.74 6.66  0.085
H 0.51 -2.67 5.18  0.090
H 0.23 -2.47 2.72  0.110

***

Entry from the OMol25 dataset: a structure of composition C19H23Cl2GeINO2PdS2 (ωB97M-V/def2-TZVPD).

The value obtained for the LUMO energy is -4.74 eV. As for the total charge: +1. Its HOMO-LUMO gap is 0.248 hartree. The calculation puts the energy above the lowest of the compared OMol25 structures with the same formula, charge and spin at 1.6373 eV.

Each line ends with the Löwdin charge.
Cartesian coordinates (Å):
Pd -0.07 -1.54 0.35  0.627
I 0.46 -1.70 2.85  1.298
C 2.39 -0.97 2.54  -0.583
C 3.22 -0.74 3.59  -0.120
C 4.54 -0.33 3.32  -0.050
C 4.96 -0.21 2.03  -0.004
C 4.09 -0.45 0.94  -0.172
C 4.55 -0.33 -0.39  -0.018
C 3.70 -0.57 -1.43  -0.044
C 2.35 -0.91 -1.19  -0.099
C 1.86 -1.02 0.08  -0.210
C 2.75 -0.82 1.19  -0.268
H 2.89 -0.87 4.61  0.108
H 5.21 -0.13 4.15  0.117
H 5.98 0.09 1.82  0.125
H 5.58 -0.05 -0.57  0.125
H 4.04 -0.48 -2.45  0.119
H 1.70 -1.08 -2.04  0.090
Cl -2.88 -2.50 -4.16  0.646
C -1.28 -1.88 -3.76  -1.008
Cl -0.75 -0.63 -4.89  0.642
C -1.29 -1.28 -2.34  -0.727
O -2.19 -0.53 -1.99  -0.029
O -0.31 -1.72 -1.64  -0.166
H -0.57 -2.70 -3.82  0.067
S -2.22 -2.68 1.04  0.560
C -3.66 -1.78 0.94  -1.078
N -4.00 -0.94 0.00  -0.025
C -5.26 -0.23 0.17  -0.185
C -6.10 -1.09 1.12  -0.391
S -4.88 -1.97 2.15  0.976
H -3.38 -0.78 -0.81  0.089
H -5.75 -0.11 -0.79  0.134
H -5.07 0.76 0.59  0.128
H -6.70 -1.81 0.59  0.087
H -6.74 -0.48 1.76  0.085
C 0.36 1.85 -2.17  -0.195
Ge 0.29 1.98 -0.24  0.786
C -1.01 3.36 0.28  -0.199
C 2.00 2.32 0.61  -0.186
C -0.70 0.45 0.55  -0.237
H 0.65 2.82 -2.58  0.035
H -0.61 1.59 -2.57  0.014
H 1.09 1.11 -2.51  0.006
H -0.66 4.32 -0.09  0.031
H -1.10 3.43 1.37  0.027
H -1.99 3.16 -0.15  0.025
H 2.21 3.39 0.54  0.034
H 2.81 1.79 0.11  0.011
H 1.99 2.05 1.66  0.030
H -1.64 0.30 0.03  -0.011
H -0.86 0.55 1.62  -0.019

***

Entry from the OMol25 dataset: an isolated molecule of C19H23ClN2O3S (ωB97M-V/def2-TZVPD).

The value obtained for the LUMO energy is 0.52 eV. Its HOMO-LUMO gap is 0.347 hartree. The calculation puts the energy above the lowest of the compared OMol25 structures with the same formula, charge and spin at 0.2030 eV. The SMILES is CCOCCCNC(=O)[C@H](NC(=O)Cc1cccs1)c1ccc(Cl)cc1.

Each line ends with the Löwdin charge.
Cartesian coordinates (Å):
C 6.09 -1.18 0.09  -0.067
C 5.73 -0.62 1.46  -0.286
O 4.33 -0.50 1.54  -0.168
C 3.89 -0.02 2.79  -0.235
C 2.37 0.13 2.73  -0.140
C 1.95 1.25 1.79  -0.161
N 0.52 1.23 1.57  0.085
C -0.02 1.24 0.34  -0.457
O 0.60 1.43 -0.68  0.079
C -1.53 0.90 0.36  -0.163
N -1.60 -0.55 0.44  0.106
C -1.43 -1.20 1.61  -0.488
O -1.42 -0.64 2.69  0.061
C -1.22 -2.71 1.45  -0.100
C 0.22 -2.92 1.11  -0.525
C 1.23 -3.30 1.92  -0.139
C 2.49 -3.33 1.27  -0.192
C 2.41 -2.96 -0.03  -0.403
S 0.81 -2.57 -0.49  1.051
C -2.27 1.44 -0.83  -0.166
C -2.01 2.73 -1.26  -0.018
C -2.67 3.26 -2.35  -0.090
C -3.62 2.50 -3.01  -0.677
Cl -4.46 3.16 -4.37  0.669
C -3.91 1.21 -2.58  -0.101
C -3.23 0.69 -1.50  -0.027
H 7.17 -1.24 -0.02  0.074
H 5.66 -2.18 -0.02  0.063
H 5.68 -0.54 -0.69  0.079
H 6.20 0.37 1.59  0.121
H 6.11 -1.28 2.25  0.120
H 4.36 0.96 3.01  0.127
H 4.17 -0.72 3.59  0.126
H 1.95 -0.81 2.39  0.097
H 1.99 0.33 3.74  0.123
H 2.43 1.12 0.81  0.124
H 2.25 2.22 2.20  0.127
H -0.05 0.96 2.36  0.119
H -1.97 1.28 1.29  0.164
H -1.41 -1.04 -0.43  0.114
H -1.44 -3.19 2.40  0.129
H -1.87 -3.10 0.67  0.119
H 1.09 -3.55 2.96  0.118
H 3.41 -3.61 1.76  0.106
H 3.20 -2.88 -0.75  0.059
H -1.26 3.33 -0.75  0.122
H -2.46 4.27 -2.69  0.107
H -4.66 0.63 -3.10  0.104
H -3.48 -0.31 -1.16  0.110